No. 1
The ion C3H5NO2S with charge -1, computed with ωB97M-V/def2-TZVPD.

XYZ file:
```
12
Properties=species:S:1:pos:R:3
N 0.83198 1.51081 0.27554
H -0.77860 -1.48956 0.30208
C 0.63857 0.05704 0.05659
C 0.84892 -0.22556 -1.46015
O 0.60743 0.67456 -2.30367
S -1.45725 -0.17476 2.17937
H 0.72037 2.02949 -0.64204
H -1.60308 0.01689 -0.27211
C -0.83932 -0.44133 0.45212
H 0.24278 1.79819 0.95381
H 1.38194 -0.50796 0.68134
O 1.09754 -1.42049 -1.71048
```

Computed properties:
Energy (Ha): -720.7516
Spin multiplicity: 2
<S²>: 0.7530
HOMO-LUMO gap (alpha / beta) (eV): 7.485 / 5.386
Net charge: -1
HOMO level (alpha / beta) (eV): -4.3 / -4.3

Results of the Mulliken charge analysis, in e, for atoms 1 through 2: number 1, N, carries -0.6121; number 2, H, carries 0.3764

No. 2
A structure of composition C20H44FeNO2P2, computed with ωB97M-V/def2-TZVPD.

XYZ file:
```
70
Properties=species:S:1:pos:R:3
C -3.24920 -0.83184 -0.07369
H 2.94959 0.49670 2.80957
H 1.18859 3.57190 0.01254
H -0.45944 -2.29976 -2.69606
H 1.13083 2.36753 1.79014
H -1.75257 -2.89057 2.07891
C 2.18455 3.22935 -0.28065
H 0.12198 -0.28466 -4.95107
H 1.40286 3.00862 3.48332
H -1.45295 -1.21783 3.87977
H 3.34557 -1.78104 2.84216
C 2.43146 1.75700 -0.01579
H 3.75734 0.48083 1.00452
H -3.39800 0.13695 0.41366
H -1.82486 -2.35290 -0.02142
Fe -0.27766 -0.35560 0.03629
H 4.26727 1.05330 -0.68515
H -2.07675 0.09872 2.83263
H 2.46856 -0.31781 4.34551
H 2.92453 3.83294 0.26167
C 1.17316 -2.02150 2.66045
P -1.29502 -0.22446 -2.00893
H 2.75848 1.44421 4.30553
H -3.34967 0.91453 -3.94923
C -3.04446 -0.69053 -1.57621
H -3.72539 0.07391 -1.98721
C -1.48465 1.38655 -2.88534
H 0.91799 -1.82625 -4.54886
C -0.79469 -1.43735 -3.31858
C -1.27951 1.41039 0.31445
H 2.69782 -1.19593 1.27321
H -2.45207 2.31201 -4.55853
H -2.04111 1.99343 -2.14219
H -0.27966 2.67807 2.88678
C 2.34749 0.59365 3.73656
C -1.99371 -1.89014 -4.21362
C 0.42841 -0.93826 -4.12246
N -2.06135 -1.50645 0.52696
O 1.56756 0.89390 -0.07375
C 0.87193 0.88585 3.39971
H 1.18986 -0.41608 -3.51562
C -2.20854 -1.90345 1.96815
C 0.76252 2.33366 2.82413
H 0.36404 -1.71854 -0.28891
C 3.83981 1.35816 0.30814
H -2.85009 -1.20122 -4.17718
H 0.62609 -2.83225 2.11705
H 0.53158 -3.28078 4.31689
H -3.26268 -1.66516 -2.05161
H 0.69431 -1.58781 4.81990
P 0.19222 -0.47442 2.25165
H -0.35450 3.13509 -3.36005
H 2.85546 -2.91525 1.58230
H 4.40558 2.19096 0.77879
H 2.33738 3.40476 -1.38182
O -1.45000 2.54173 0.48465
H 0.37150 1.66145 -4.02720
C -2.33899 1.29389 -4.16127
C -1.52674 -0.86232 2.84182
H -1.67189 -1.95224 -5.26311
H -1.85985 0.68101 -4.93856
C -0.13984 2.07804 -3.14653
C 1.13606 -2.37023 4.17663
C 2.59458 -1.95767 2.05922
H -2.36272 -2.87977 -3.89176
H 0.54263 2.04592 -2.28548
H -3.27191 -1.97993 2.21022
H -4.14264 -1.43476 0.12567
H 2.14954 -2.59057 4.53781
H 0.20402 0.74034 4.30047
```

Computed properties:
Energy (Ha): -2939.4630
Spin multiplicity: 6
<S²>: 8.7659
HOMO-LUMO gap (alpha / beta) (eV): 7.249 / 7.670
Net charge: +2
HOMO level (alpha / beta) (eV): -13.4 / -15.8

Results of the Mulliken charge analysis, in e, for atoms 1 through 2: number 1, C, carries -0.9690; number 2, H, carries 0.0481